Entry 1:
DFT (ωB97M-V/def2-TZVPD) results for 12 unconnected molecules or ions with the total composition C31H89N3O12 at a distorted geometry.

Calculated values
ΔE to the lowest compared entry with this formula, charge and spin: 0.000 eV
LUMO: 0.57 eV
total energy: -2301.448316 hartree
structure (SMILES): COC[C@H](C)N.COC[C@H](C)N.COC[C@H](C)N.CC(C)O.CC(C)O.CC(C)O.CC(C)O.CC(C)O.CO.CO.CO.CO

Element x y z (Å)
C  -0.076  -4.834  2.406
C  -0.560  -5.510  1.113
C  -1.816  -6.297  1.313
O  -0.897  -4.460  0.156
H  -0.331  -5.421  3.316
H  -0.702  -3.933  2.560
H  0.912  -4.490  2.232
H  0.212  -6.189  0.691
H  -2.087  -6.702  0.336
H  -2.573  -5.524  1.571
H  -1.635  -7.143  1.996
H  -0.822  -4.830  -0.768
C  -4.218  3.586  3.268
C  -3.036  2.924  3.904
C  -3.429  2.623  5.386
O  -2.682  1.669  3.280
H  -5.126  3.046  3.510
H  -4.254  3.742  2.154
H  -4.444  4.554  3.689
H  -2.186  3.582  3.804
H  -3.582  3.593  5.934
H  -2.558  2.030  5.803
H  -4.398  2.093  5.415
H  -3.212  1.533  2.460
C  0.071  0.758  6.811
C  0.192  0.068  5.472
C  1.358  -0.903  5.552
O  -1.019  -0.688  5.180
H  -0.778  1.480  6.798
H  0.979  1.392  6.886
H  0.009  0.025  7.596
H  0.412  0.767  4.701
H  1.585  -1.346  4.619
H  1.190  -1.754  6.183
H  2.270  -0.334  5.886
H  -1.613  -0.058  4.711
C  -4.344  1.583  -1.701
C  -4.475  1.147  -0.227
C  -4.901  -0.365  -0.202
O  -3.351  1.418  0.519
H  -5.143  1.140  -2.261
H  -3.469  1.111  -2.118
H  -4.273  2.677  -1.926
H  -5.284  1.739  0.219
H  -4.646  -0.856  0.773
H  -4.450  -0.884  -1.099
H  -5.992  -0.484  -0.373
H  -2.649  0.748  0.315
C  6.044  0.390  3.625
C  4.998  0.733  2.573
C  5.229  2.156  2.131
O  5.201  -0.101  1.487
H  7.015  0.445  3.148
H  5.834  -0.626  4.037
H  5.977  1.094  4.456
H  3.997  0.692  2.943
H  4.314  2.584  1.670
H  6.067  2.199  1.381
H  5.557  2.778  2.965
H  4.424  -0.087  0.897
C  -2.047  -1.332  1.832
O  -1.714  -1.875  0.517
H  -1.915  -0.238  1.944
H  -3.069  -1.479  2.061
H  -1.397  -1.700  2.617
H  -1.480  -2.843  0.565
C  1.871  -1.229  1.045
O  2.716  -0.586  0.050
H  2.642  -1.553  1.798
H  1.192  -0.461  1.483
H  1.365  -2.123  0.732
H  2.407  -0.779  -0.863
C  -2.131  -3.420  -3.036
O  -1.079  -4.378  -2.901
H  -1.896  -2.508  -3.658
H  -3.053  -3.848  -3.556
H  -2.337  -3.130  -1.977
H  -0.326  -4.204  -3.447
C  -3.498  5.085  -0.489
O  -2.421  5.977  -0.519
H  -3.277  4.171  -1.043
H  -3.782  4.961  0.601
H  -4.355  5.450  -1.016
H  -2.679  6.666  -1.144
C  2.189  -4.825  -1.485
C  1.870  -3.529  -2.201
C  3.157  -2.689  -2.099
O  2.957  -1.427  -2.723
C  4.139  -0.691  -2.982
N  1.589  -3.705  -3.589
H  2.430  -4.715  -0.413
H  2.980  -5.350  -1.961
H  1.357  -5.486  -1.576
H  0.975  -3.085  -1.825
H  3.913  -3.238  -2.702
H  3.504  -2.676  -1.050
H  4.779  -0.739  -2.120
H  3.923  0.398  -3.166
H  4.665  -1.142  -3.837
H  2.164  -4.333  -4.052
H  1.647  -2.770  -4.001
C  1.394  3.702  -5.287
C  0.127  2.798  -5.451
C  0.633  1.335  -5.510
O  1.526  1.235  -6.584
C  1.881  -0.077  -7.075
N  -0.769  3.063  -4.453
H  1.736  3.544  -4.280
H  1.113  4.800  -5.359
H  2.136  3.320  -5.978
H  -0.396  2.893  -6.529
H  -0.310  0.803  -5.784
H  1.044  1.032  -4.527
H  2.549  0.117  -7.901
H  1.004  -0.697  -7.258
H  2.483  -0.586  -6.286
H  -1.599  2.430  -4.392
H  -0.404  3.001  -3.522
C  0.629  2.665  1.054
C  0.695  2.973  -0.478
C  1.031  1.696  -1.257
O  0.014  0.748  -1.010
C  -0.248  -0.149  -2.088
N  -0.577  3.466  -0.980
H  0.058  1.772  1.328
H  0.163  3.619  1.471
H  1.606  2.460  1.479
H  1.463  3.729  -0.630
H  1.978  1.307  -0.891
H  1.053  1.960  -2.397
H  -0.419  0.397  -2.970
H  -0.950  -0.917  -1.720
H  0.699  -0.677  -2.255
H  -1.304  2.875  -0.666
H  -0.845  4.461  -0.785

---

Entry 2:
DFT (ωB97M-V/def2-TZVPD) results for 12 unconnected molecules or ions with the total composition C31H90F6N6O13P at a distorted geometry.

Calculated values
ΔE to the lowest compared entry with this formula, charge and spin: 0.000 eV
LUMO: 2.24 eV
total energy: -3482.467707 hartree
charge: -1

Element x y z (Å)
P  0.567  -0.408  -0.805
F  1.327  0.540  0.259
F  1.886  -0.437  -1.767
F  1.158  -1.665  0.024
F  -0.145  -1.418  -1.870
F  -0.763  -0.320  0.103
F  0.038  0.839  -1.686
C  4.260  -0.036  4.009
O  3.614  0.655  2.933
H  4.382  -1.086  3.732
H  5.264  0.380  4.117
H  3.670  -0.005  4.922
H  3.692  0.022  2.162
C  -2.581  -3.926  -0.923
O  -2.790  -5.174  -0.237
H  -3.465  -3.569  -1.444
H  -2.306  -3.163  -0.185
H  -1.716  -4.010  -1.577
H  -3.708  -5.138  0.048
C  2.518  1.898  -3.900
O  2.737  3.256  -3.555
H  2.735  1.686  -4.956
H  3.227  1.297  -3.339
H  1.489  1.601  -3.697
H  2.171  3.829  -4.079
C  -2.111  0.484  -4.296
C  -3.283  -0.021  -3.481
C  -4.553  -0.158  -4.262
O  -5.018  1.077  -4.775
C  -5.621  1.864  -3.770
N  -2.879  -1.358  -2.966
H  -1.719  -0.220  -5.028
H  -1.254  0.783  -3.697
H  -2.424  1.404  -4.811
H  -3.483  0.601  -2.597
H  -5.357  -0.696  -3.736
H  -4.430  -0.737  -5.184
H  -5.040  1.824  -2.849
H  -6.595  1.389  -3.584
H  -5.787  2.872  -4.131
H  -3.513  -1.523  -2.174
H  -1.942  -1.367  -2.546
C  -6.591  -1.470  -0.363
C  -5.503  -0.432  -0.142
C  -5.655  0.304  1.183
O  -6.937  0.902  1.397
C  -7.317  1.849  0.438
N  -4.198  -1.139  -0.236
H  -6.548  -1.807  -1.403
H  -7.599  -1.077  -0.221
H  -6.474  -2.358  0.265
H  -5.648  0.292  -0.954
H  -4.892  1.085  1.226
H  -5.591  -0.411  2.008
H  -6.561  2.621  0.256
H  -8.234  2.312  0.804
H  -7.595  1.387  -0.520
H  -4.360  -1.856  0.476
H  -3.460  -0.546  0.153
C  4.474  -2.606  -0.790
C  4.701  -1.785  0.481
C  6.193  -1.633  0.784
O  6.805  -2.770  1.344
C  6.372  -3.072  2.649
N  4.073  -0.458  0.389
H  4.816  -3.637  -0.658
H  4.982  -2.169  -1.653
H  3.408  -2.625  -1.018
H  4.285  -2.310  1.348
H  6.306  -0.757  1.444
H  6.739  -1.418  -0.137
H  6.961  -3.924  2.993
H  5.315  -3.344  2.751
H  6.566  -2.236  3.340
H  4.547  0.043  -0.360
H  3.092  -0.507  0.120
C  -2.388  3.232  -0.317
C  -1.409  3.463  0.834
C  -1.670  2.550  2.029
O  -2.588  3.148  2.918
C  -2.778  2.410  4.107
N  -0.043  3.187  0.293
H  -2.224  2.308  -0.876
H  -2.355  4.072  -1.015
H  -3.421  3.183  0.058
H  -1.382  4.516  1.135
H  -0.739  2.276  2.549
H  -2.068  1.586  1.665
H  -3.308  3.039  4.814
H  -1.783  2.159  4.502
H  -3.332  1.495  3.886
H  0.540  3.008  1.113
H  -0.092  2.354  -0.282
C  1.262  -2.653  3.166
C  -0.145  -2.221  3.579
C  -0.118  -1.002  4.468
O  0.487  -1.283  5.708
C  0.403  -0.178  6.536
N  -0.942  -1.864  2.362
H  1.320  -3.612  2.654
H  1.873  -2.778  4.078
H  1.755  -1.848  2.620
H  -0.713  -3.031  4.044
H  -1.168  -0.700  4.621
H  0.351  -0.165  3.923
H  0.950  -0.395  7.452
H  -0.635  0.079  6.778
H  0.868  0.725  6.114
H  -0.896  -2.724  1.819
H  -0.435  -1.176  1.817
C  1.484  -4.469  -3.149
C  0.729  -4.554  -4.477
C  0.335  -3.155  -4.941
O  1.482  -2.372  -5.109
C  1.184  -1.013  -5.205
N  1.570  -5.276  -5.491
H  0.818  -4.264  -2.308
H  2.215  -3.658  -3.169
H  2.020  -5.397  -2.955
H  -0.186  -5.119  -4.281
H  -0.386  -2.730  -4.228
H  -0.185  -3.259  -5.912
H  0.542  -0.786  -6.066
H  2.076  -0.394  -5.303
H  0.707  -0.696  -4.270
H  2.050  -4.525  -6.008
H  0.904  -5.539  -6.232
C  4.781  3.490  1.072
C  3.665  3.281  0.070
O  3.959  3.862  -1.194
O  5.405  4.757  0.887
H  5.528  2.701  0.861
H  4.436  3.257  2.080
H  2.738  3.708  0.474
H  3.435  2.217  -0.056
H  3.249  3.498  -1.769
H  5.640  5.051  1.772
C  1.689  3.476  3.755
C  1.499  4.901  3.335
O  2.741  5.540  3.012
O  1.817  2.619  2.634
H  0.761  3.196  4.289
H  2.537  3.405  4.450
H  0.974  5.462  4.120
H  0.856  4.983  2.448
H  2.612  6.487  3.091
H  2.412  1.847  2.826